# 1
C5H5Cl in the gas phase. Source: the OMol25 dataset; level of theory: ωB97M-V with the def2-TZVPD basis set.

Geometry as XYZ:
```
11
C5H5Cl | the OMol25 dataset | ωB97M-V with the def2-TZVPD basis set
H 1.62 3.30 -0.10
H -2.80 -1.65 -0.52
C -1.94 -1.32 0.17
Cl -2.74 1.27 0.13
H 3.01 1.88 -0.24
H -2.17 -1.59 1.15
H -1.18 -1.94 -0.15
C -1.44 0.13 0.13
C -0.20 0.53 -0.01
C 0.90 1.37 -0.07
C 2.10 2.26 -0.12
```

Output
E_HOMO	-0.3221	Eh
charge	0
relative energy (zero: lowest compared OMol25 entry of this formula, charge and spin)	362.6	kJ/mol
orbital gap	8.618	eV

---

# 2
C3H5NO2 in the gas phase. Source: the OMol25 dataset; level of theory: ωB97M-V with the def2-TZVPD basis set.

Geometry as XYZ:
```
11
C3H5NO2 | the OMol25 dataset | ωB97M-V with the def2-TZVPD basis set
H -1.97 -0.57 -0.14
O -1.15 1.18 -0.20
C 1.03 -1.36 -0.55
H -0.10 2.04 1.37
H 0.96 -1.73 -1.57
N -1.16 -0.21 -0.64
C 0.02 -0.70 0.00
H 1.95 -1.44 0.02
H 0.89 1.46 -0.03
C 0.02 1.28 0.61
O 0.18 0.01 1.18
```

Output
E_HOMO	-0.3489	Eh
charge	0
relative energy (zero: lowest compared OMol25 entry of this formula, charge and spin)	365.6	kJ/mol
orbital gap	10.479	eV

---

# 3
C23H27N5O4 in the gas phase. Source: the OMol25 dataset; level of theory: ωB97M-V with the def2-TZVPD basis set.

Geometry as XYZ:
```
59
C23H27N5O4 | the OMol25 dataset | ωB97M-V with the def2-TZVPD basis set
H 0.24 -6.65 3.40
H -0.39 -3.14 1.51
H -0.77 7.63 -2.64
C -1.17 -1.48 2.37
H -0.71 -5.04 5.58
H 1.00 -3.04 4.17
C 3.09 0.10 -4.01
C -1.65 7.03 -2.43
H 0.89 -6.82 5.74
H 2.38 -1.57 -1.21
C -0.61 2.86 -2.29
C 0.42 -3.96 4.07
H 0.63 -4.11 6.25
H 0.50 -2.88 -0.93
H 3.88 1.63 -2.65
N -1.17 3.50 -1.22
C 2.95 1.11 -2.85
C 2.95 -1.26 -3.32
H -1.53 -3.05 4.26
O 1.14 -4.80 3.17
H 2.16 1.84 -3.06
H 0.42 -0.21 -3.14
C -0.97 -3.61 3.51
H 0.30 -1.90 -2.61
C 0.64 -0.90 -2.33
H 2.44 -2.00 -3.94
N 0.06 -2.53 -0.10
H 4.04 0.20 -4.52
C -1.06 1.42 -0.02
C -0.28 -1.30 -0.08
O -1.64 -0.92 3.34
H 2.25 -5.71 5.50
H -1.50 -4.54 3.26
C -1.45 2.80 0.01
C -1.29 5.58 -2.38
N -0.87 -2.79 2.34
H 2.02 -6.62 3.26
C 1.23 -5.94 5.20
C -1.26 0.59 1.11
H -2.08 7.35 -1.48
H -2.38 7.21 -3.22
C -0.91 -0.72 1.10
H -1.71 1.01 2.00
C -1.50 4.82 -1.27
O -1.97 3.41 0.93
C -0.46 0.88 -1.16
C 1.16 -6.11 3.69
C -0.72 4.94 -3.52
N -0.09 -0.43 -1.17
H -0.56 5.52 -4.41
H -1.93 5.21 -0.36
C 0.32 -4.73 5.41
O 2.62 0.37 -1.69
C -0.39 3.63 -3.47
C 2.16 -0.91 -2.06
H 2.29 0.25 -4.74
N -0.26 1.60 -2.28
H 3.93 -1.65 -3.04
H 0.04 3.11 -4.31
```

Output
E_HOMO	-0.2892	Eh
charge	0
relative energy (zero: lowest compared OMol25 entry of this formula, charge and spin)	49.8	kJ/mol
orbital gap	7.435	eV

---

# 4
A molecular structure, C8H10FeO5S. Source: the OMol25 dataset; level of theory: ωB97M-V with the def2-TZVPD basis set.

Geometry as XYZ:
```
25
C8H10FeO5S | the OMol25 dataset | ωB97M-V with the def2-TZVPD basis set
C 1.68 -0.03 -0.66
O 2.84 -0.09 -0.49
O -2.76 0.24 -0.88
C -0.04 -0.54 -3.31
O -0.18 -3.17 -1.32
H 0.17 -2.49 3.38
C 0.06 0.95 -3.30
H -0.34 -1.90 4.98
Fe 0.03 -0.19 -1.52
H 0.95 1.28 -3.90
C 0.16 1.63 -1.86
C 0.07 -1.60 4.01
O -0.23 -0.06 1.92
S -1.03 -0.50 3.11
H -0.12 1.40 4.23
C -1.59 0.19 -0.87
H -0.84 1.40 -3.80
H -1.63 0.83 5.09
H -1.75 1.70 3.54
O 0.26 2.80 -1.70
C -0.13 -2.01 -1.27
C -1.14 1.01 4.13
H -0.98 -0.95 -3.71
H 0.82 -1.10 -3.68
H 1.04 -1.11 4.10
```

Output
E_HOMO (spin up / spin down)	-0.7355 / -0.8455	Eh
multiplicity	6
charge	+3
relative energy (zero: lowest compared OMol25 entry of this formula, charge and spin)	134.5	kJ/mol
orbital gap (spin up / spin down)	7.520 / 7.432	eV

---

# 5
3 unconnected molecules or ions with the total composition C4H11NO. Source: the OMol25 dataset; level of theory: ωB97M-V with the def2-TZVPD basis set.

Geometry as XYZ:
```
17
C4H11NO | the OMol25 dataset | ωB97M-V with the def2-TZVPD basis set
H 1.60 0.97 -2.30
H -0.49 2.96 0.45
H -1.51 -2.01 -1.09
H -2.85 -0.82 -1.14
H 0.83 2.00 0.56
O 2.65 -0.76 0.13
H 1.00 -0.32 0.52
C -1.15 -0.14 0.07
C 0.04 -0.58 0.94
H -2.66 -1.78 0.36
C -0.93 1.19 -0.30
C -2.07 -1.28 -0.48
N -0.21 2.02 0.65
H 3.42 -0.72 0.70
H 0.08 -1.64 1.30
H 2.29 0.86 -2.18
H -0.01 0.05 1.82
```

Output
E_HOMO	-0.2768	Eh
charge	0
relative energy (zero: lowest compared OMol25 entry of this formula, charge and spin)	975.2	kJ/mol
orbital gap	3.853	eV

---

# 6
A molecular structure, C18H42Br6N8O8. Source: the OMol25 dataset; level of theory: ωB97M-V with the def2-TZVPD basis set.

Geometry as XYZ:
```
82
C18H42Br6N8O8 | the OMol25 dataset | ωB97M-V with the def2-TZVPD basis set
C -4.19 -1.47 7.66
O 0.06 -4.86 -1.22
H -3.87 -2.42 8.08
H -2.23 3.73 1.06
H 4.15 -1.35 7.00
O -0.80 -3.27 -8.87
H -2.43 0.20 5.61
H -0.46 7.50 5.06
O 0.16 2.50 1.41
N 0.54 -3.36 -7.11
H -4.03 -0.56 5.48
Br 5.45 8.41 -0.71
C 5.70 -3.25 8.05
C -0.75 -5.45 -0.48
H 0.61 -3.83 -6.22
H 7.85 -1.82 -0.44
H 10.02 0.35 -1.44
H 1.20 2.32 -0.83
C -1.12 8.33 5.29
H -1.66 -5.55 1.56
C -8.64 -2.10 1.43
C -1.44 3.95 -8.21
N 0.22 2.56 -0.81
H -4.96 -1.67 6.92
H 6.38 -1.46 -1.30
N -1.33 3.24 -9.32
H 0.53 -2.35 -7.17
H -9.56 -1.69 -0.31
H 0.63 -5.98 -8.45
H -1.13 3.57 -10.25
H 9.02 1.39 -0.61
H -10.74 -1.90 0.98
C -9.79 -1.44 0.73
H -0.81 5.90 -8.98
H -9.78 -0.36 0.85
H -4.73 -1.07 8.52
C -1.82 3.12 0.25
C -0.23 -5.49 -7.99
Br -2.94 7.59 5.77
Br -1.12 9.52 3.73
H -0.33 -5.83 -6.96
H 5.83 6.01 -1.39
O -1.34 3.39 -7.14
Br 7.49 7.19 -2.67
O -7.58 -1.53 1.53
O -2.00 -0.84 7.65
C -1.64 5.48 -8.43
H -0.73 -7.14 -1.69
H -0.61 -4.24 1.21
C -0.42 2.73 0.33
C 6.06 -2.07 7.23
N -3.29 -0.15 6.02
H 6.40 -3.34 8.88
N -8.87 -3.27 1.98
C 9.16 0.32 -0.78
C -0.15 -3.93 -8.05
H -9.67 -3.81 1.70
Br 4.34 6.68 -3.43
N -1.16 -6.69 -0.90
H -8.15 -3.68 2.56
H -2.04 3.58 -0.71
H 9.40 -0.19 0.15
H -2.51 5.53 -9.09
Br -0.35 9.21 6.91
O 7.18 -1.82 6.87
H -1.13 -5.86 -8.47
H -2.23 -4.29 0.54
H -1.83 -7.08 -0.25
H -0.31 2.53 -1.67
H 5.66 -4.18 7.48
N 7.26 -1.15 -0.91
H -2.04 5.95 -7.53
C -1.35 -4.89 0.75
O 7.19 0.58 -2.11
H 4.69 -3.09 8.44
H 5.37 -0.74 5.88
H -2.31 2.15 0.22
N 5.08 -1.37 6.62
C 5.70 6.93 -1.96
H -1.46 2.24 -9.23
C -3.11 -0.73 7.13
C 7.84 -0.08 -1.39
```

Output
E_HOMO	-0.3449	Eh
charge	0
orbital gap	9.051	eV

---

# 7
A molecular structure, C59H47BrCl4CoGeN4O2. Source: the OMol25 dataset; level of theory: ωB97M-V with the def2-TZVPD basis set.

Geometry as XYZ:
```
119
C59H47BrCl4CoGeN4O2 | the OMol25 dataset | ωB97M-V with the def2-TZVPD basis set
C 0.15 -3.27 -3.93
C 4.20 -2.16 -0.44
C -2.79 -4.08 -3.53
C -0.13 -2.53 1.47
H -4.63 0.43 -1.06
H 3.63 5.31 -0.65
C 2.12 -2.81 0.80
C 3.83 -1.26 1.75
C -0.34 -2.92 -2.65
C -6.03 1.92 -1.66
C -2.40 0.85 0.18
N -1.41 -0.04 0.47
H 2.78 6.68 0.07
C 5.82 -0.68 0.54
H 5.35 0.05 2.50
C 2.61 2.67 2.51
H 2.32 3.25 3.39
H -3.28 -0.15 3.20
C -0.42 2.84 4.72
H 4.27 6.08 0.80
Ge 0.94 1.71 1.70
H 0.72 -0.45 6.44
H 5.91 0.38 -3.94
H 3.21 -1.20 2.63
Br 3.69 -3.19 -1.94
C -0.83 -1.94 6.55
C 2.55 4.82 1.16
H -6.88 1.24 -1.64
H -5.28 5.15 -2.28
C -3.67 2.33 -1.30
H -0.01 4.10 2.32
H 3.86 0.00 -2.61
Cl -0.76 -2.05 8.28
O 1.27 -2.21 1.65
C -3.87 3.66 -1.68
C -0.95 -1.76 3.78
C 5.40 -1.46 -0.52
H -0.08 -4.18 -4.45
H 6.75 -0.15 0.47
Co -0.37 -0.80 -0.84
H -2.04 3.10 6.12
C -0.53 -3.95 1.78
H -3.04 4.35 -1.65
O 1.88 -3.81 0.19
C 0.96 -1.27 -3.32
C -1.74 -2.71 5.85
C 1.36 0.08 -3.40
C -6.21 3.24 -2.01
H -1.56 1.42 5.87
H 4.30 3.90 1.99
H -1.58 -5.44 0.62
C -0.05 -0.98 4.51
C -1.15 -3.72 -1.78
H 1.47 0.84 -6.04
H 0.90 -0.45 -0.34
C 0.02 -1.07 5.89
C -1.28 2.80 3.47
H -2.11 3.51 3.58
C -1.19 2.44 5.97
H -1.28 3.76 -2.81
C -3.84 -4.74 -4.12
C 0.36 2.39 -3.21
C -1.66 -0.55 1.73
Cl -5.61 -6.77 -4.31
H -1.72 1.80 3.39
H -0.37 -4.40 2.74
H 3.30 1.89 2.85
Cl -7.78 3.82 -2.45
C -5.13 4.12 -2.02
C 4.94 0.49 -4.39
H -2.51 -3.23 3.93
C 0.58 1.05 -2.78
C -0.99 -3.52 -0.40
H -4.19 1.52 1.32
H 3.52 1.24 -7.37
N 0.17 -1.70 -2.31
C -0.49 3.12 2.21
H -1.20 3.19 1.37
H 2.25 5.34 2.08
H -2.40 -3.38 6.38
C -1.26 1.79 -1.77
C 2.44 0.75 -5.58
C 2.53 0.40 -4.24
H 3.60 3.03 0.62
H -3.94 -7.46 -2.11
N -0.45 -2.39 0.07
C -1.13 -4.46 0.70
C -0.95 -1.59 2.32
C 3.59 0.97 -6.33
C 4.83 0.84 -5.73
C 3.79 0.27 -3.66
C 3.35 5.78 0.29
C -3.62 -6.51 -2.50
H -4.34 -4.33 -4.98
C 3.41 -2.06 0.70
H -0.02 3.85 4.86
C -2.14 -4.59 -2.40
C -4.78 1.47 -1.31
C -2.56 -5.83 -1.92
H -2.49 -3.13 -3.94
C 5.03 -0.57 1.67
H 0.60 -0.31 3.97
N -0.38 0.74 -1.85
Cl 6.26 1.12 -6.65
H 6.00 -1.56 -1.41
H -0.56 2.50 6.85
C -2.40 1.71 -0.95
H 1.64 4.52 0.63
C 3.35 3.58 1.53
C -4.27 -5.95 -3.59
C -0.80 2.82 -2.65
H -2.04 -6.31 -1.11
H 0.43 2.16 4.59
C 1.00 -2.26 -4.33
H 1.55 -2.20 -5.25
H 0.99 2.92 -3.91
C -1.79 -2.62 4.47
C -3.31 0.90 1.27
C -2.83 0.08 2.25
```

Output
E_HOMO (spin up / spin down)	-0.2476 / -0.2558	Eh
multiplicity	2
charge	0
relative energy (zero: lowest compared OMol25 entry of this formula, charge and spin)	353.2	kJ/mol
orbital gap (spin up / spin down)	5.525 / 4.931	eV

---

# 8
A molecular structure, C56H68BrN3O4S3TeTi. Source: the OMol25 dataset; level of theory: ωB97M-V with the def2-TZVPD basis set.

Geometry as XYZ:
```
137
C56H68BrN3O4S3TeTi | the OMol25 dataset | ωB97M-V with the def2-TZVPD basis set
H 3.00 -0.48 -6.86
H 3.83 1.58 -0.18
H 3.44 0.33 5.84
H 2.59 7.21 -2.71
C 1.86 1.37 -6.61
O 1.35 -0.31 -1.41
H 3.88 -0.50 7.99
H -2.32 4.63 -4.18
C -2.07 -0.89 3.95
C 1.95 -0.41 4.48
C -4.31 -0.49 5.62
C 3.08 -1.17 -0.09
S -0.95 -2.80 -3.18
C 0.57 3.96 1.64
H -6.41 -0.17 5.91
H 5.32 -0.23 2.26
H -3.26 -3.97 3.82
C 4.08 -0.42 0.53
H 2.49 -1.22 8.81
C -3.29 0.45 5.55
C 0.69 -0.70 -9.03
H -3.90 -1.21 -4.93
C 0.98 2.67 -0.40
S -2.44 -2.28 -0.28
C 2.31 0.64 3.45
H -5.66 -1.17 7.15
C -2.07 -2.23 -4.49
C 4.61 0.82 -0.14
C -0.80 1.90 -5.53
H 1.71 -3.40 -1.09
H 2.21 0.25 2.44
H 0.71 -0.90 -10.10
C 1.47 -2.33 6.41
H -4.83 -2.16 -0.04
H -0.37 -3.68 3.97
C 0.61 2.74 0.93
C 1.35 5.13 -0.32
C -2.08 -3.95 -0.89
O 3.16 -1.05 -2.48
H -2.21 -3.22 2.60
C -0.27 -3.45 5.03
H 0.04 -4.35 5.56
C -0.62 1.28 -6.88
H 0.32 1.83 1.45
H -4.37 -2.87 -1.59
H 2.94 5.03 -3.86
H -1.45 2.21 5.29
H -2.82 -4.65 -0.49
H 1.66 -0.60 -5.71
H 5.46 1.23 0.42
C -1.55 3.10 -5.50
H -2.14 3.17 0.39
H 3.14 0.25 -5.26
C 0.89 5.14 1.01
C 1.75 6.32 -0.97
O -1.59 0.97 -7.55
H 0.17 0.42 -4.32
C 2.45 0.05 -6.08
C -3.10 -1.84 3.99
C 1.40 -3.04 -0.10
H 0.55 -2.38 -0.26
C -1.27 3.14 -3.11
H -2.26 -3.07 -5.17
H 0.25 3.97 2.67
C 2.07 3.92 -2.27
C -0.37 1.36 -4.35
H 2.59 1.87 -7.24
C -3.39 -1.62 -4.05
H 5.27 -1.66 4.16
C -4.34 -0.69 -1.52
H 1.66 1.51 3.55
N -0.56 1.95 -3.12
C 2.42 -1.36 6.67
Te -0.44 -1.04 2.57
H -5.39 0.58 7.15
H -1.26 -3.16 5.40
C -4.19 -1.63 4.83
H -1.54 -5.06 -2.65
C -2.82 2.32 0.29
H -4.04 -2.36 -3.59
C 2.28 6.29 -2.23
Br 2.51 2.23 -3.09
H 3.34 0.97 3.59
H -4.15 0.07 -0.77
H -5.36 -0.58 -1.89
H -0.06 1.28 -9.33
H 1.29 -3.11 7.15
H 4.92 0.61 -1.16
H 3.74 -2.26 8.12
C 2.55 -0.81 -1.46
C -1.98 -4.10 -2.41
H -1.11 -4.18 -0.43
H 4.91 -3.35 3.76
Ti 0.29 1.15 -1.59
H 2.55 -3.48 2.33
C -2.18 0.27 4.74
N 0.64 1.18 -7.39
H -0.96 1.65 3.68
H 1.54 -1.22 -8.57
H -2.97 -4.05 -2.87
H 3.67 -2.33 4.51
C 4.49 -2.34 3.80
C -1.13 1.35 4.71
S -3.17 -0.25 -2.85
C -3.12 -3.10 3.17
O -2.25 0.34 1.47
C 2.52 -2.28 0.56
H 1.71 1.20 -9.16
C 0.93 -1.34 4.27
H -4.98 -2.37 4.86
C 3.18 -1.33 7.97
C 0.72 -2.34 5.23
H -3.29 2.36 -0.70
C -1.76 3.71 -4.25
C 1.44 3.88 -1.00
H 1.64 2.03 -5.78
C 4.01 -1.92 2.43
C 2.99 -2.63 1.81
C -2.00 1.02 0.43
H -1.91 3.54 -6.42
H -3.95 -3.07 2.46
H 1.09 -3.89 0.51
C 4.54 -0.81 1.78
H -1.48 -1.49 -5.03
C -5.51 -0.30 6.51
N -1.14 0.71 -0.48
C 2.47 5.07 -2.89
H -0.23 -1.09 -8.61
H -1.37 3.61 -2.14
H 1.64 7.27 -0.45
H -0.19 0.98 5.12
C 2.67 -0.42 5.68
H 0.81 6.08 1.54
H -3.57 2.36 1.08
H -3.37 1.35 6.15
C -4.15 -2.07 -0.89
C 0.76 0.80 -8.79
```

Output
E_HOMO (spin up / spin down)	-0.1087 / -0.1640	Eh
multiplicity	2
charge	-1
relative energy (zero: lowest compared OMol25 entry of this formula, charge and spin)	31.9	kJ/mol
orbital gap (spin up / spin down)	5.137 / 6.667	eV

---

# 9
C5H7NO in the gas phase. Source: the OMol25 dataset; level of theory: ωB97M-V with the def2-TZVPD basis set.

Geometry as XYZ:
```
14
C5H7NO | the OMol25 dataset | ωB97M-V with the def2-TZVPD basis set
N -0.01 -0.48 -0.71
C 0.37 -1.03 0.61
H 1.08 -1.86 0.51
H 0.48 1.64 -0.90
O -1.54 0.88 1.02
C -1.25 -0.41 -1.08
H 1.85 0.48 -1.16
C 0.92 0.67 -0.60
H 1.68 0.60 1.56
H -1.53 0.30 -1.86
C 0.85 0.39 0.90
C -0.45 1.35 1.32
H -0.51 -1.32 1.20
H -1.93 -1.19 -0.78
```

Output
E_HOMO (spin up / spin down)	-0.2269 / -0.2254	Eh
charge	0
relative energy (zero: lowest compared OMol25 entry of this formula, charge and spin)	499.9	kJ/mol
orbital gap (spin up / spin down)	6.073 / 6.005	eV

---

# 10
3 unconnected molecules or ions with the total composition C2H9N3O2. Source: the OMol25 dataset; level of theory: ωB97M-V with the def2-TZVPD basis set.

Geometry as XYZ:
```
16
C2H9N3O2 | the OMol25 dataset | ωB97M-V with the def2-TZVPD basis set
H 2.03 -1.03 -2.17
H 1.74 0.67 -1.79
N -0.86 -0.17 0.26
O 1.43 -0.69 -0.25
H -0.50 -1.68 1.48
O 0.87 0.62 1.98
H 3.19 -0.15 -1.16
N 0.78 0.82 0.85
C 2.13 -0.27 -1.38
H -2.10 1.46 0.71
N -1.26 -1.04 1.26
C -1.84 0.82 -0.14
H -2.75 0.33 -0.51
H 0.02 -0.55 -0.34
H -1.41 1.43 -0.93
H -1.48 -0.56 2.13
```

Output
E_HOMO (spin up / spin down)	-0.3069 / -0.3070	Eh
charge	0
relative energy (zero: lowest compared OMol25 entry of this formula, charge and spin)	591.6	kJ/mol
orbital gap (spin up / spin down)	9.152 / 9.155	eV